Entry 1:
{
  "formula": "C9H21F2N7O4S3",
  "method": "the ωB97M-V functional and the def2-TZVPD basis",
  "energy_ev": -66228.8226,
  "total_charge": 0,
  "max_force_ev_per_a": 4.5,
  "elements": ["N", "C", "N", "N", "C", "C", "C", "C", "C", "C", "C", "S", "N", "C", "N", "N", "H", "H", "H", "H", "H", "H", "H", "H", "H", "H", "H", "H", "H", "H", "H", "H", "H", "H", "H", "H", "H", "N", "S", "O", "O", "F", "S", "O", "O", "F"],
  "xyz": [[6.201, -2.215, -0.271], [4.934, -2.074, -0.060], [4.100, -3.246, -0.328], [4.382, -0.802, 0.393], [4.352, 0.190, -0.722], [3.288, 1.329, -0.414], [2.202, 1.527, -1.550], [1.444, 0.200, -1.994], [0.294, -0.083, -0.934], [-0.729, -1.187, -1.412], [-1.867, -1.517, -0.379], [-3.470, -0.683, -0.844], [-1.520, -1.304, 1.060], [-0.308, -0.609, 1.280], [-0.232, 0.159, 2.413], [0.851, -0.582, 0.395], [6.687, -1.331, -0.070], [3.366, -3.272, 0.392], [3.654, -3.179, -1.246], [3.453, -0.931, 0.802], [5.361, 0.681, -0.767], [4.161, -0.367, -1.686], [2.778, 1.158, 0.578], [3.849, 2.308, -0.296], [1.408, 2.212, -1.112], [2.596, 2.091, -2.451], [2.118, -0.688, -2.149], [0.942, 0.401, -2.993], [-0.233, 0.888, -0.678], [-0.144, -2.101, -1.715], [-1.222, -0.785, -2.352], [-2.087, -2.626, -0.489], [-4.471, -1.403, -0.196], [-1.591, -2.163, 1.614], [0.065, -0.216, 3.312], [-0.430, 1.155, 2.262], [1.075, -1.582, 0.230], [-5.740, 1.463, 1.247], [-5.682, 2.369, 2.536], [-6.925, 2.595, 3.229], [-4.739, 3.460, 2.533], [-4.959, 1.340, 3.529], [-6.479, 2.173, 0.053], [-6.831, 1.268, -1.018], [-5.988, 3.458, -0.375], [-7.912, 2.524, 0.647]],
  "forces_ev_per_angstrom": [[-1.9, 0.5, 0.1], [2.1, 0.0, -0.3], [-0.3, 1.3, 0.9], [-0.3, -1.2, -0.6], [-0.1, 0.6, 0.4], [0.3, 0.4, -0.5], [-0.4, 0.1, 0.3], [-0.7, 1.0, 0.4], [-0.3, -0.4, -0.8], [-0.1, 1.4, -0.8], [-0.8, -2.7, -0.9], [0.2, 0.0, 0.4], [4.1, 1.2, -1.7], [-0.9, -0.9, 0.7], [0.0, -0.3, -0.1], [-2.2, -0.3, 0.1], [-0.3, -0.3, 0.1], [0.2, -0.2, -0.5], [0.2, 0.0, 0.3], [0.3, 0.2, -0.4], [-0.9, -0.7, -0.2], [0.1, 0.9, 0.7], [0.6, 0.0, -1.1], [-0.7, -1.1, -0.2], [0.9, -0.7, -0.6], [-0.2, -0.9, 1.0], [-0.7, 0.8, 0.4], [0.5, -0.3, 1.2], [0.5, -1.0, -0.6], [-0.6, 0.8, 0.5], [0.5, -0.7, 1.1], [0.3, 1.3, 0.2], [1.2, 0.3, -0.2], [-0.9, 0.9, 0.7], [-0.2, 0.5, -0.4], [0.2, -0.5, 0.5], [-0.2, 0.5, -0.1], [-0.2, 0.2, -0.3], [0.4, 1.4, 3.2], [0.5, -0.3, -1.1], [-0.5, -0.7, -0.7], [0.1, -0.5, -0.6], [-1.6, 0.8, -2.7], [1.0, -0.3, 1.1], [0.3, -0.8, 0.8], [0.2, -0.1, 0.2]],
  "mulliken_charge": [-0.5823, 0.3005, -0.5462, -0.3866, -0.4268, -0.5982, -0.8609, -0.6753, -0.3271, -0.9779, -0.1869, -0.1955, 0.0212, -0.1121, -0.3191, 0.0353, 0.2862, 0.2744, 0.2918, 0.2216, 0.2411, 0.3155, 0.3013, 0.3994, 0.3396, 0.3677, 0.2210, 0.4838, 0.4348, 0.3131, 0.5267, 0.3810, 0.2183, 0.3645, 0.2326, 0.2600, 0.3460, -0.2262, 1.0605, -0.5829, -0.5934, -0.2904, 1.1165, -0.6363, -0.5726, -0.2578]
}

Entry 2:
{
  "formula": "C10H31N3O6",
  "method": "the ωB97M-V functional and the def2-TZVPD basis",
  "smiles": "COCCNCCOC.NC(N)=O.CO.CO.CO",
  "energy_ev": -27626.4104,
  "total_charge": 0,
  "max_force_ev_per_a": 1.9,
  "elements": ["C", "O", "C", "C", "N", "C", "C", "O", "C", "H", "H", "H", "H", "H", "H", "H", "H", "H", "H", "H", "H", "H", "H", "H", "N", "C", "N", "O", "H", "H", "H", "H", "C", "O", "H", "H", "H", "H", "C", "O", "H", "H", "H", "H", "C", "O", "H", "H", "H", "H"],
  "xyz": [[-1.287, 3.885, -0.251], [-2.266, 2.848, -0.275], [-2.471, 2.208, 0.959], [-3.157, 0.888, 0.598], [-2.193, -0.042, 0.023], [-2.810, -1.344, -0.188], [-1.909, -2.331, -0.890], [-1.744, -1.992, -2.245], [-1.255, -3.070, -3.035], [-1.634, 4.662, 0.440], [-1.240, 4.387, -1.214], [-0.333, 3.481, 0.090], [-3.141, 2.816, 1.577], [-1.498, 2.037, 1.431], [-3.918, 1.071, -0.168], [-3.588, 0.467, 1.509], [-1.901, 0.425, -0.829], [-3.725, -1.345, -0.798], [-3.140, -1.770, 0.762], [-2.450, -3.283, -0.807], [-0.920, -2.448, -0.433], [-0.194, -3.215, -2.825], [-1.377, -2.886, -4.101], [-1.823, -3.983, -2.835], [4.567, 0.208, 0.783], [4.638, 1.176, -0.145], [5.817, 1.828, -0.197], [3.702, 1.363, -0.931], [3.664, -0.203, 0.970], [5.242, 0.216, 1.527], [6.584, 1.487, 0.351], [5.947, 2.625, -0.793], [-0.907, -1.931, 2.939], [0.173, -1.710, 3.840], [-0.553, -2.492, 2.073], [-1.761, -2.458, 3.371], [-1.347, -0.996, 2.591], [0.245, -2.483, 4.406], [0.590, 0.924, -2.307], [1.802, 1.361, -2.867], [0.266, -0.093, -2.553], [0.716, 0.969, -1.219], [-0.238, 1.583, -2.572], [2.539, 1.034, -2.333], [1.351, -0.499, 0.757], [2.080, -1.093, 1.828], [1.909, -0.577, -0.174], [0.366, -0.941, 0.600], [1.140, 0.540, 1.028], [1.443, -1.301, 2.533]],
  "forces_ev_per_angstrom": [[-1.0, 0.0, 0.7], [0.5, 0.5, -1.0], [-0.5, -0.3, -0.8], [0.6, 0.3, 0.4], [-0.3, 0.0, 0.6], [0.4, 0.2, -0.8], [-0.1, -0.6, 0.1], [-0.4, 0.1, -0.7], [0.0, 0.1, 0.4], [0.2, 0.0, 0.3], [0.2, -0.5, -0.2], [0.2, 0.2, -0.2], [0.2, 0.0, 0.3], [-0.1, -0.1, 0.3], [-0.5, 0.3, 0.4], [-0.2, -0.1, -0.1], [0.2, -0.6, -0.3], [-0.1, 0.4, -0.1], [0.3, 0.1, 0.2], [0.2, -0.3, -0.1], [0.0, 0.1, 0.3], [0.1, -0.3, 0.0], [0.0, 0.5, 0.1], [0.1, -0.1, 0.2], [0.3, -0.5, 0.7], [-1.4, -0.4, -1.3], [0.6, 0.5, 0.1], [0.7, 0.4, 0.5], [0.2, -0.1, 0.2], [-0.2, -0.2, 0.2], [0.1, 0.2, -0.1], [-0.1, -0.2, -0.1], [-0.6, -0.2, -0.4], [-0.4, 0.2, 0.1], [-0.1, 0.0, -0.1], [0.3, -0.2, 0.3], [0.5, 0.2, 0.0], [0.1, 0.0, 0.0], [0.1, 0.1, 1.0], [-0.2, -0.2, -0.9], [0.3, -0.1, -0.3], [-0.5, 0.0, 0.0], [0.2, 0.2, -0.2], [-0.1, 0.3, 0.1], [-0.6, 0.2, 0.5], [-0.2, -0.4, -0.2], [0.1, 0.1, 0.1], [0.1, -0.2, 0.0], [0.2, 0.2, -0.4], [0.4, 0.1, 0.1]],
  "mulliken_charge": [-0.7042, -0.3498, -0.5104, -0.9444, 0.2399, -1.0596, -0.4417, -0.3566, -0.7672, 0.3460, 0.2402, 0.2523, 0.4087, 0.2845, 0.4468, 0.4846, 0.0326, 0.4341, 0.4799, 0.4661, 0.2539, 0.2861, 0.2522, 0.3408, -0.2754, 0.5970, -0.4168, -0.6611, 0.1282, 0.2246, 0.1571, 0.2381, -0.5255, -0.5695, 0.2958, 0.3952, 0.0814, 0.3094, -0.0991, -0.6142, 0.2190, -0.1747, 0.3130, 0.4216, -0.4708, -0.7165, 0.3971, -0.0740, 0.3225, 0.3830]
}